1.
# C48H56ClN8

5 unconnected molecules or ions with the total composition C48H56ClN8 in a non-equilibrium geometry (the ωB97M-V functional and the def2-TZVPD basis, the OMol25 dataset).

Its energy above the lowest of the compared OMol25 structures with the same formula, charge and spin is 0.000 eV. Its total charge is +7. The value obtained for the LUMO energy is -12.347 eV. Its spin multiplicity is 1. Its orbital gap is 2.419 eV. As for the HOMO energy: -0.5426 Ha.

Structure (XYZ):
```
113
Properties=species:S:1:pos:R:3:lowdin_charge:R:1
C -4.172 -1.378 -5.618 0.0318
N -3.720 -2.335 -6.656 -0.0722
C -4.640 -3.011 -7.414 0.0398
C -4.253 -4.013 -8.255 0.0553
C -2.879 -4.200 -8.487 -0.0905
C -1.955 -3.396 -7.815 0.0560
C -2.393 -2.496 -6.869 0.0327
C -2.467 -5.143 -9.608 -0.1116
C -1.602 -4.758 -10.610 0.0519
C -1.349 -5.627 -11.648 0.0394
N -1.806 -6.881 -11.576 -0.0774
C -2.621 -7.334 -10.625 0.0231
C -3.028 -6.426 -9.658 0.0611
C -1.674 -7.848 -12.725 0.0656
H -5.191 -1.670 -5.318 0.1086
H -4.223 -0.360 -6.061 0.1263
H -3.561 -1.429 -4.703 0.1170
H -5.662 -2.778 -7.213 0.1485
H -4.983 -4.657 -8.688 0.1346
H -0.916 -3.496 -8.030 0.1358
H -1.686 -1.938 -6.274 0.1593
H -1.163 -3.809 -10.710 0.1288
H -0.671 -5.446 -12.505 0.1755
H -3.050 -8.312 -10.773 0.1613
H -3.762 -6.726 -8.908 0.1427
H -1.398 -8.777 -12.230 0.1146
H -0.928 -7.574 -13.490 0.1228
H -2.647 -7.863 -13.204 0.1188
C -2.756 3.476 11.156 0.0749
N -3.665 2.298 10.817 -0.0627
C -3.866 1.347 11.752 0.0579
C -4.698 0.257 11.416 0.0627
C -5.294 0.161 10.172 -0.1042
C -5.165 1.292 9.355 0.0520
C -4.275 2.311 9.635 0.0146
C -6.138 -1.022 9.792 -0.1102
C -7.102 -0.888 8.809 0.0390
C -7.785 -1.988 8.370 0.0338
N -7.369 -3.246 8.647 -0.0599
C -6.457 -3.396 9.664 0.0459
C -5.828 -2.297 10.225 0.0473
C -7.919 -4.472 8.010 0.0613
H -1.933 3.143 11.761 0.1037
H -3.306 4.250 11.645 0.1115
H -2.325 3.831 10.225 0.1061
H -3.379 1.497 12.735 0.1746
H -4.824 -0.498 12.179 0.1392
H -5.708 1.417 8.417 0.1353
H -4.122 3.069 8.939 0.1378
H -7.454 0.114 8.568 0.1428
H -8.600 -1.896 7.662 0.1620
H -6.122 -4.425 9.901 0.1696
H -5.084 -2.632 10.902 0.1313
H -8.755 -4.824 8.581 0.1184
H -7.083 -5.193 7.920 0.1252
H -8.229 -4.218 7.038 0.0901
C 8.085 -0.249 2.422 0.0575
N 7.437 -1.545 2.580 -0.0780
C 7.468 -2.367 1.568 -0.0101
C 6.833 -3.573 1.494 0.0680
C 6.011 -3.955 2.560 -0.0859
C 5.922 -3.039 3.664 0.0613
C 6.621 -1.860 3.604 0.0140
C 5.292 -5.294 2.621 -0.1120
C 5.935 -6.534 2.628 0.0586
C 5.242 -7.719 2.763 0.0399
N 3.907 -7.700 2.935 -0.0732
C 3.231 -6.547 2.784 0.0055
C 3.904 -5.340 2.689 0.0400
C 3.060 -8.909 3.225 0.0631
H 8.639 -0.276 1.494 0.1071
H 8.718 -0.024 3.303 0.1357
H 7.257 0.434 2.242 0.1224
H 8.071 -2.112 0.724 0.1548
H 6.918 -4.224 0.581 0.1721
H 5.271 -3.210 4.519 0.1399
H 6.608 -1.148 4.424 0.1596
H 6.999 -6.619 2.575 0.1383
H 5.705 -8.712 2.797 0.1701
H 2.098 -6.576 2.902 0.1807
H 3.363 -4.405 2.756 0.1394
H 2.461 -9.137 2.334 0.1247
H 2.411 -8.570 4.039 0.1110
H 3.591 -9.733 3.607 0.0946
C 3.792 14.302 -1.554 0.0730
N 3.381 12.973 -2.138 -0.0800
C 4.316 12.262 -2.820 0.0111
C 4.066 11.034 -3.392 0.0737
C 2.725 10.513 -3.309 -0.1083
C 1.748 11.348 -2.764 0.0520
C 2.096 12.545 -2.093 0.0505
C 2.417 9.111 -3.731 -0.1134
C 1.761 8.252 -2.833 0.0549
C 1.412 6.949 -3.144 0.0153
N 1.750 6.462 -4.344 -0.0727
C 2.462 7.212 -5.237 0.0612
C 2.787 8.506 -4.918 0.0539
C 1.670 4.989 -4.422 0.0405
H 3.385 14.367 -0.539 0.1154
H 3.288 15.051 -2.194 0.1318
H 4.890 14.227 -1.541 0.1134
H 5.312 12.625 -2.887 0.1440
H 4.902 10.552 -3.898 0.1450
H 0.738 10.947 -2.662 0.1391
H 1.407 13.267 -1.591 0.1759
H 1.512 8.600 -1.832 0.1409
H 0.753 6.359 -2.553 0.1465
H 2.702 6.674 -6.088 0.1353
H 3.117 9.137 -5.723 0.1463
H 1.679 4.676 -5.478 0.1161
H 0.813 4.533 -3.953 0.1080
H 2.633 4.644 -4.024 0.1302
Cl 3.064 -0.962 -2.794 -0.9980
```

---

2.
# C48H56I4NO6PrSb

A molecular structure, C48H56I4NO6PrSb in a non-equilibrium geometry (the ωB97M-V functional and the def2-TZVPD basis, the OMol25 dataset).

Its total charge is -1. The value obtained for the LUMO energy (alpha / beta) is 1.432 / 1.434 eV. Its spin multiplicity is 3. Its orbital gap (alpha / beta) is 5.306 / 5.308 eV. As for the HOMO energy (alpha / beta): -0.1424 / -0.1424 Ha.

Structure (XYZ):
```
117
Properties=species:S:1:pos:R:3:lowdin_charge:R:1
Pr -0.073 -0.086 1.466 0.5623
O 1.263 -1.878 1.378 -0.3693
C 2.146 -2.461 0.474 -0.4714
C 1.905 -1.799 -0.886 -0.0619
C 2.346 -0.313 -0.914 -0.2477
C 3.587 -0.009 -1.506 0.0005
C 3.980 1.336 -1.506 -0.0225
C 3.201 2.305 -0.894 0.0070
C 1.984 1.937 -0.342 -0.2349
C 1.138 2.997 0.284 -0.0378
C 1.289 2.954 1.852 -0.4115
O 0.820 1.663 2.184 -0.3986
C 2.738 3.133 2.221 -0.1925
C 3.513 2.138 2.770 -0.0185
C 4.796 2.408 3.232 -0.0714
C 5.357 3.676 3.086 -0.0987
C 4.636 4.621 2.425 -0.0758
C 3.331 4.343 1.995 -0.0265
C 0.441 3.957 2.628 -0.1423
C -0.567 4.694 2.013 -0.0125
C -1.418 5.462 2.784 -0.0589
C -1.249 5.537 4.164 -0.0996
C -0.205 4.891 4.801 -0.0823
C 0.654 4.131 3.996 -0.0230
N 1.581 0.646 -0.370 0.0844
C 3.654 -2.343 0.854 -0.1351
C 4.055 -1.215 1.564 -0.0211
C 5.370 -1.047 1.905 -0.0601
C 6.305 -2.019 1.547 -0.0930
C 5.948 -3.088 0.763 -0.0910
C 4.626 -3.237 0.410 -0.0339
C 1.763 -3.951 0.473 -0.1479
C 1.955 -4.604 1.726 -0.0355
C 1.474 -5.873 1.921 -0.1162
C 0.706 -6.520 0.940 -0.1445
C 0.568 -5.938 -0.294 -0.0949
C 1.156 -4.673 -0.535 -0.0374
H 2.418 -2.291 -1.741 0.1382
H 0.832 -1.887 -1.134 0.1024
H 4.138 -0.811 -1.997 0.1203
H 4.897 1.637 -2.045 0.1190
H 3.505 3.341 -0.841 0.1235
H 1.356 3.971 -0.159 0.1309
H 0.080 2.817 0.015 0.1291
H 3.127 1.151 2.935 0.0944
H 5.350 1.622 3.719 0.0895
H 6.335 3.868 3.478 0.0940
H 5.028 5.614 2.205 0.1068
H 2.770 5.124 1.489 0.1337
H -0.616 4.675 0.952 0.0855
H -2.164 6.053 2.291 0.1057
H -1.885 6.201 4.730 0.0939
H 0.022 4.974 5.860 0.0970
H 1.493 3.583 4.495 0.1325
H 3.317 -0.465 1.858 0.0970
H 5.737 -0.180 2.424 0.0812
H 7.343 -1.876 1.797 0.0954
H 6.700 -3.789 0.414 0.1037
H 4.328 -4.086 -0.188 0.1176
H 2.449 -4.025 2.510 0.1291
H 1.563 -6.386 2.908 0.1150
H 0.286 -7.499 1.197 0.1032
H 0.065 -6.473 -1.100 0.1024
H 1.057 -4.277 -1.541 0.0943
O -6.640 -0.043 2.500 0.1616
C -6.265 -1.152 2.660 -0.3864
O -6.007 -2.259 2.989 0.1575
C -3.789 3.014 7.522 -0.3996
O -3.590 4.030 8.092 0.1718
O -4.046 1.983 7.092 0.2243
I -0.625 -2.322 4.900 0.8097
C -2.387 -3.143 4.153 -1.2123
I -2.047 -4.387 2.481 0.7651
H -3.066 -2.344 3.861 -0.0484
H -2.859 -3.759 4.888 -0.0512
I -2.881 1.059 1.997 0.1724
I -1.419 6.145 -2.527 -0.8735
C -2.830 -2.592 -4.679 -0.1290
C -2.720 -2.552 -3.156 -0.6985
C -4.065 -3.079 -2.606 -0.1295
C -1.571 -3.467 -2.696 -0.1448
Sb -2.372 -0.487 -2.353 1.5942
C -4.265 0.612 -2.552 -0.7396
C -4.885 0.490 -3.913 -0.1357
C -4.011 2.083 -2.329 -0.1312
C -5.300 0.217 -1.515 -0.1399
C -1.010 0.432 -3.823 -0.7062
C -1.466 0.602 -5.266 -0.1074
C -0.610 1.813 -3.392 -0.1377
C 0.255 -0.449 -3.732 -0.1274
H -3.108 -3.562 -5.062 0.0701
H -1.876 -2.297 -5.143 0.0603
H -3.599 -1.862 -5.019 0.0771
H -4.194 -4.121 -2.990 0.0901
H -4.925 -2.460 -2.881 0.0547
H -4.060 -3.140 -1.511 0.0741
H -1.704 -4.464 -3.102 0.0779
H -1.541 -3.537 -1.594 0.0729
H -0.596 -3.143 -3.046 0.0446
H -4.177 0.728 -4.711 0.0563
H -5.698 1.225 -4.088 0.1006
H -5.299 -0.452 -4.123 0.0436
H -3.518 2.474 -3.207 0.0636
H -3.426 2.223 -1.419 0.0682
H -4.946 2.654 -2.210 0.0973
H -5.708 -0.795 -1.658 0.0624
H -6.138 0.973 -1.486 0.1037
H -4.896 0.218 -0.507 0.0252
H -2.378 1.176 -5.383 0.0628
H -1.650 -0.335 -5.761 0.0501
H -0.696 1.152 -5.797 0.0827
H -1.390 2.581 -3.453 0.0556
H 0.181 2.128 -4.062 0.0852
H -0.231 1.789 -2.379 0.0559
H 0.086 -1.464 -4.124 0.0619
H 0.601 -0.533 -2.698 0.0270
H 1.052 0.038 -4.323 0.0963
```

---

Q: What is the formula in the first record?
A: C48H56ClN8

---

Q: Among the records above, which one has the lowest total charge?
A: C48H56I4NO6PrSb

---

Q: Which formula does entry 2 have?
A: C48H56I4NO6PrSb

---

Q: Number 1 is which compound?
A: C48H56ClN8